No. 1
Molecular formula: C4H7N3O
Method: DFT, the ωB97M-V functional and the def2-TZVPD basis

```
15
Properties=species:S:1:pos:R:3
C -0.28 -0.68 -1.15
C -1.07 -0.69 0.01
C -0.34 0.11 0.96
C 0.84 0.49 0.28
H -0.28 -2.08 -2.76
H -1.97 -1.26 -2.84
H -1.79 -1.42 0.39
H -1.51 -0.60 2.81
H -1.63 0.99 2.23
H 2.16 1.05 1.89
H 1.14 0.90 -1.75
N -0.91 -1.08 -2.44
N -0.77 0.36 2.48
N 0.82 0.15 -0.89
O 1.87 1.38 0.68
```

The spin multiplicity is 1. The value obtained for the relative energy (zero: lowest compared OMol25 entry of this formula, charge and spin) is 690.2 kJ/mol.


No. 2
Molecular formula: C21H17F3N2O
Method: DFT, the ωB97M-V functional and the def2-TZVPD basis

```
44
Properties=species:S:1:pos:R:3
O -1.19 -3.50 0.13
C -0.22 -2.76 0.32
N 0.83 -2.98 -0.56
C 2.04 -2.25 -0.42
C 3.19 -2.82 -1.03
C 4.40 -2.13 -0.90
C 4.48 -0.95 -0.15
C 3.31 -0.39 0.40
C 2.07 -1.03 0.29
N 0.90 -0.50 0.90
C 0.71 0.93 1.27
C 0.26 1.85 0.15
C -0.42 3.05 0.50
C -0.84 3.96 -0.51
C -0.71 3.61 -1.83
C -0.03 2.43 -2.19
C 0.44 1.57 -1.21
C -0.19 -1.50 1.20
C -1.46 -0.82 0.99
C -2.55 -0.33 0.77
C -3.83 0.28 0.35
C -4.27 0.09 -1.09
C -3.75 1.40 -0.62
C -0.05 -2.05 2.68
F -1.11 -2.87 3.01
F 0.03 -1.01 3.51
F 1.10 -2.81 2.87
H 0.75 -3.84 -1.08
H 3.13 -3.70 -1.66
H 5.29 -2.55 -1.38
H 5.43 -0.46 -0.07
H 3.44 0.51 0.95
H -0.03 1.06 2.07
H 1.63 1.30 1.73
H -0.61 3.32 1.54
H -1.35 4.87 -0.20
H -1.12 4.27 -2.59
H 0.09 2.19 -3.22
H 0.99 0.69 -1.51
H -4.64 0.30 1.10
H -3.64 -0.47 -1.83
H -5.32 0.07 -1.31
H -2.77 1.74 -0.90
H -4.42 2.21 -0.45
```

The spin multiplicity is 1. Its structure (SMILES) is O=C1Nc2ccccc2N(Cc2ccccc2)[C@]1(C#CC1CC1)C(F)(F)F.


No. 3
Molecular formula: C15H11N2O12PS2
Method: DFT, the ωB97M-V functional and the def2-TZVPD basis

```
43
Properties=species:S:1:pos:R:3
C -2.79 1.18 -3.57
C -2.61 1.06 -2.05
C -1.39 0.61 -1.52
C -1.19 0.47 -0.14
N 0.05 -0.06 0.30
N 0.94 -0.34 -0.61
C 2.21 -0.81 -0.32
C 2.72 -0.81 0.98
C 4.01 -1.34 1.25
C 4.80 -1.85 0.21
S 6.48 -2.50 0.55
O 6.98 -2.06 1.85
O 7.42 -2.14 -0.51
O 6.39 -3.97 0.57
C 4.30 -1.88 -1.07
C 3.05 -1.36 -1.36
S 2.47 -1.45 -3.11
O 1.62 -2.64 -3.31
O 1.82 -0.25 -3.65
O 3.71 -1.62 -3.90
C -2.20 0.85 0.75
C -2.01 0.70 2.26
O -2.29 1.92 2.99
P -2.76 1.61 4.51
O -2.92 2.89 5.26
O -4.05 0.92 4.43
O -1.76 0.78 5.23
C -3.45 1.29 0.27
C -4.51 1.68 1.18
O -5.48 2.34 0.75
C -3.60 1.39 -1.15
O -4.82 1.75 -1.64
H -1.81 1.09 -4.07
H -3.23 2.15 -3.80
H -3.45 0.42 -3.99
H -0.61 0.37 -2.24
H 2.16 -0.34 1.78
H 4.39 -1.31 2.26
H 4.90 -2.38 -1.84
H -0.98 0.37 2.47
H -2.63 -0.10 2.64
H -4.53 1.32 2.20
H -5.36 2.04 -0.87
```

The spin multiplicity is 1. Its total charge is -4. The value obtained for the relative energy (zero: lowest compared OMol25 entry of this formula, charge and spin) is 2.3 kJ/mol. Its structure (SMILES) is Cc1cc(/N=N/c2ccc(S(=O)(=O)[O-])cc2S(=O)(=O)[O-])c(COP(=O)([O-])[O-])c(C=O)c1O.


Number 1: frontier orbital gap 7.7559 eV. Number 2: frontier orbital gap 8.8445 eV. Number 3: frontier orbital gap 3.8519 eV.